Record 1
Computed, not measured: an isolated molecule of C7H8Br2N2O2 in a non-equilibrium geometry, with the ωB97M-V functional and the def2-TZVPD basis.

SMILES: Cc1cc(CBr)[n+]([O-])c(CBr)[n+]1[O-]
ΔE to the lowest compared entry with this formula, charge and spin: 0.0 kcal per mole
frontier orbital gap (spin up / spin down): 8.61 / 8.60 eV

The geometry in ORCA input format:
```
! wB97M-V def2-TZVPD RIJCOSX def2/J DEFGRID3
* xyz 0 1
C 1.1045 0.0597 0.0954
C -0.0050 -0.6448 -0.1287
C 1.0576 1.4435 -0.0109
C -1.2149 1.3375 -0.5623
C -0.1438 -2.1212 -0.0001
C 2.1549 2.4484 0.0606
C -2.8152 2.1605 -0.8474
N -1.1692 -0.0338 -0.4410
N -0.1636 2.0675 -0.2418
O -2.2267 -0.6573 -0.7111
O -0.1498 3.3521 -0.2495
Br 3.9135 1.5055 -0.0313
Br -4.1820 1.3281 0.2364
H 1.9935 -0.4855 0.3500
H 0.2445 -2.4694 -0.8777
H 0.3929 -2.4360 0.8045
H -1.2814 -2.2890 -0.0539
H 2.1721 3.0133 1.1277
H 1.8668 3.2228 -0.6210
H -2.9430 1.8673 -1.9270
H -2.6755 3.1275 -0.6291
*
```

Partial atomic charges computed with the Löwdin method, in multiples of e: atom 1 (C): 0.01, atom 2 (C): -0.22, atom 3 (C): -0.23, atom 4 (C): -0.04, atom 5 (C): 0.02, atom 6 (C): -0.49, atom 7 (C): -0.42, atom 8 (N): -0.16, atom 9 (N): -0.17, atom 10 (O): -0.13, atom 11 (O): -0.08, atom 12 (Br): 0.63, atom 13 (Br): 0.68, atom 14 (H): 0.10, atom 15 (H): 0.07, atom 16 (H): 0.06, atom 17 (H): 0.12, atom 18 (H): 0.14, atom 19 (H): 0.06, atom 20 (H): 0.08, atom 21 (H): -0.02

=====

Record 2
Computed, not measured: a structure of composition C14H15BeBr3CaCs2LiN3O14S3 in a non-equilibrium geometry, with the ωB97M-V functional and the def2-TZVPD basis.

frontier orbital gap: 1.70 eV

The geometry in ORCA input format:
```
! wB97M-V def2-TZVPD RIJCOSX def2/J DEFGRID3
* xyz 0 1
C -4.0352 0.7701 -0.4096
C -2.8025 1.1944 -1.2677
O -2.1516 0.0222 -1.8796
C -0.8116 0.1310 -1.5796
C -0.1019 1.2023 -2.2840
C 1.2270 1.4267 -2.0367
C 1.8726 0.5838 -1.0785
N 3.1900 0.7025 -0.7274
S 3.4204 -0.4570 0.3900
N 1.9702 -1.1947 0.4720
C 1.1956 -0.5045 -0.3990
C -0.2025 -0.7352 -0.6680
C -1.0484 -1.8371 -0.0385
C -1.5816 -1.4771 1.3686
C -0.4387 -1.3825 2.4584
S -0.0966 0.3394 2.9523
H -4.4830 -0.1762 -0.7450
H -4.7461 1.6158 -0.4286
H -3.6787 0.6887 0.6337
H -3.0718 1.8673 -2.0998
H -2.1030 1.6886 -0.5641
H -0.6233 1.8454 -3.0007
H 1.7680 2.2339 -2.5372
H -0.5233 -2.8116 -0.0669
H -1.9206 -1.9656 -0.7076
H -2.2582 -2.3019 1.6862
H -2.1880 -0.5614 1.3696
H 0.4484 -1.9039 2.0664
H -0.8332 -1.8860 3.3778
H -0.3932 1.1204 1.8650
C 0.7394 2.6708 0.5786
O 1.5770 2.1427 1.3283
O -0.5292 2.5572 0.6705
O 1.0858 3.3813 -0.4709
Be -1.9059 -2.0843 4.8395
Cs -2.6185 -4.5707 6.1824
C -0.7773 -3.7047 -3.2834
O -1.6423 -4.1179 -2.5167
O 0.4111 -3.4484 -2.9412
O -0.9637 -3.4746 -4.5071
Li 2.6880 -0.7205 -3.1057
O 3.2691 0.4503 3.8844
S 2.9892 1.4627 4.9176
O 2.5787 2.7408 4.2902
O 4.1944 1.6921 5.7513
O 1.8717 0.9764 5.7998
C 4.0543 5.2189 -3.3283
Br 4.2962 5.9252 -5.0987
Br 3.5144 6.5828 -2.0588
Br 2.7975 3.6845 -3.3244
H 5.0393 4.8422 -2.9894
Cs 1.6101 2.8683 7.1654
Ca 3.8669 3.4490 -1.2432
N -3.2916 -6.6942 -1.6666
O -3.2597 -6.4025 -0.4611
O -2.2294 -6.9358 -2.2573
O -4.3650 -6.7296 -2.2766
*
```

Partial atomic charges computed with the Löwdin method, in multiples of e: atom 1 (C): -0.05, atom 2 (C): -0.19, atom 3 (O): -0.07, atom 4 (C): -0.21, atom 5 (C): 0.05, atom 6 (C): -0.18, atom 7 (C): -0.45, atom 8 (N): -0.33, atom 9 (S): 1.08, atom 10 (N): -0.14, atom 11 (C): -0.29, atom 12 (C): -0.06, atom 13 (C): -0.12, atom 14 (C): -0.22, atom 15 (C): -0.58, atom 16 (S): 0.78, atom 17 (H): 0.08, atom 18 (H): 0.08, atom 19 (H): 0.06, atom 20 (H): 0.12, atom 21 (H): 0.10, atom 22 (H): 0.14, atom 23 (H): -0.11, atom 24 (H): 0.13, atom 25 (H): 0.12, atom 26 (H): 0.10, atom 27 (H): 0.08, atom 28 (H): 0.05, atom 29 (H): -0.14, atom 30 (H): -0.11, atom 31 (C): -0.96, atom 32 (O): -0.08, atom 33 (O): -0.10, atom 34 (O): -0.20, atom 35 (Be): 0.36, atom 36 (Cs): 0.72, atom 37 (C): -0.92, atom 38 (O): 0.23, atom 39 (O): 0.14, atom 40 (O): 0.21, atom 41 (Li): 0.83, atom 42 (O): -0.44, atom 43 (S): 0.04, atom 44 (O): -0.50, atom 45 (O): -0.48, atom 46 (O): -0.87, atom 47 (C): -1.57, atom 48 (Br): 0.69, atom 49 (Br): 0.71, atom 50 (Br): 0.73, atom 51 (H): -0.03, atom 52 (Cs): 1.21, atom 53 (Ca): 1.18, atom 54 (N): -0.64, atom 55 (O): -0.01, atom 56 (O): 0.02, atom 57 (O): 0.01

=====

Record 3
Computed, not measured: an isolated molecule of C3H5FN2S in a non-equilibrium geometry, with the ωB97M-V functional and the def2-TZVPD basis.

SMILES: NNC(=S)/C=C/F
ΔE to the lowest compared entry with this formula, charge and spin: 31.6 kcal per mole
frontier orbital gap: 8.56 eV

The geometry in ORCA input format:
```
! wB97M-V def2-TZVPD RIJCOSX def2/J DEFGRID3
* xyz 0 1
C 0.4246 0.8012 0.0149
C -0.8764 0.0618 0.0335
C -2.0688 0.6702 -0.0285
H 1.3645 -1.8194 0.9275
H 1.3744 -1.9027 -0.8128
H 2.4185 0.4602 -0.2464
H -0.8698 -1.0342 0.1244
H -2.2195 1.7294 -0.0346
N 1.5786 -1.3973 0.0244
N 1.5351 -0.0149 -0.0276
F -3.2227 -0.0160 0.0005
S 0.5615 2.4618 0.0247
*
```

Partial atomic charges computed with the Löwdin method, in multiples of e: atom 1 (C): -0.80, atom 2 (C): -0.09, atom 3 (C): -0.14, atom 4 (H): 0.10, atom 5 (H): 0.08, atom 6 (H): 0.13, atom 7 (H): 0.10, atom 8 (H): 0.10, atom 9 (N): 0.00, atom 10 (N): -0.12, atom 11 (F): 0.03, atom 12 (S): 0.61

=====

Record 4
Computed, not measured: a cluster of 6 separate species, C18H46N2O6 in total in a non-equilibrium geometry, with the ωB97M-V functional and the def2-TZVPD basis.

SMILES: CC1(C)CCCC(C)(C)N1O.CC1(C)CCCC(C)(C)N1O.O.O.O.O
ΔE to the lowest compared entry with this formula, charge and spin: 63.8 kcal per mole
frontier orbital gap: 8.42 eV

The geometry in ORCA input format:
```
! wB97M-V def2-TZVPD RIJCOSX def2/J DEFGRID3
* xyz 0 1
O 9.4653 11.0848 -0.2894
H 8.5808 10.7195 -0.2709
H 9.4999 11.5888 -1.1024
O 6.4293 16.0342 -7.3642
H 5.8809 15.7885 -8.1093
H 6.9888 16.7351 -7.6989
O 8.9412 14.3676 -3.6619
H 8.2285 14.5454 -3.0482
H 8.5470 14.4811 -4.5268
O 4.1051 11.1316 0.5604
H 3.2636 10.7555 0.8186
H 3.8745 11.8900 0.0239
C 12.4017 11.2818 -10.8871
C 13.4782 10.1120 -10.4945
C 13.4827 9.8484 -8.9577
C 12.2171 9.1330 -8.5126
C 12.2464 7.7631 -9.2107
C 12.2618 7.8654 -10.7446
N 13.2949 8.7770 -11.2047
O 13.3275 8.8861 -12.5777
C 12.6429 6.4139 -11.2060
C 10.8444 8.3117 -11.2701
C 14.9924 10.4865 -10.7861
H 11.4516 11.0943 -10.3870
H 12.0866 11.3390 -11.9290
H 12.6238 12.3078 -10.5938
H 14.3528 9.3172 -8.5719
H 13.4681 10.8286 -8.4811
H 11.3310 9.7573 -8.6275
H 12.2420 8.7374 -7.4972
H 11.3606 7.1956 -8.9255
H 13.0154 7.0922 -8.8277
H 13.5151 6.0209 -10.6837
H 11.7640 5.8295 -10.9337
H 12.7276 6.3379 -12.2900
H 10.5719 9.3253 -10.9761
H 10.8855 8.4763 -12.3469
H 10.0953 7.6222 -10.8810
H 15.1824 10.7528 -11.8259
H 15.7518 9.8027 -10.4067
H 15.2549 11.4024 -10.2567
H 14.2461 8.6738 -12.7584
C 3.7316 19.1412 -1.7510
C 3.1021 18.1927 -0.7441
C 2.2015 18.9119 0.4431
C 0.9311 19.3872 -0.0474
C 0.1466 18.3488 -0.7869
C 0.8852 17.4840 -1.8354
N 2.2327 17.1676 -1.3200
O 2.8874 16.3713 -2.2941
C 0.0454 16.1239 -1.9589
C 0.7473 18.1755 -3.2385
C 4.1879 17.4352 0.0709
H 4.3451 18.5366 -2.4189
H 3.0444 19.6741 -2.4082
H 4.2250 19.9681 -1.2402
H 2.0734 18.1808 1.2414
H 2.7916 19.7287 0.8587
H 0.3462 19.8302 0.7587
H 1.2566 20.1203 -0.7854
H -0.6052 18.9192 -1.3323
H -0.3474 17.7197 -0.0465
H 0.6323 15.3790 -2.4963
H -0.8695 16.2245 -2.5427
H -0.1464 15.6070 -1.0186
H -0.1906 18.4666 -3.7115
H 1.2445 17.6191 -4.0330
H 1.3547 19.0796 -3.1960
H 4.7777 16.7371 -0.5231
H 4.7446 18.1823 0.6365
H 3.8055 16.8391 0.8994
H 3.1139 16.9984 -2.9847
*
```

Partial atomic charges computed with the Löwdin method, in multiples of e: atom 1 (O): -0.05, atom 2 (H): 0.03, atom 3 (H): 0.02, atom 4 (O): -0.06, atom 5 (H): 0.03, atom 6 (H): 0.03, atom 7 (O): -0.05, atom 8 (H): 0.03, atom 9 (H): 0.03, atom 10 (O): -0.05, atom 11 (H): 0.03, atom 12 (H): 0.03, atom 13 (C): -0.01, atom 14 (C): -0.38, atom 15 (C): -0.15, atom 16 (C): -0.18, atom 17 (C): -0.16, atom 18 (C): -0.50, atom 19 (N): -0.15, atom 20 (O): -0.01, atom 21 (C): -0.03, atom 22 (C): -0.01, atom 23 (C): -0.05, atom 24 (H): 0.04, atom 25 (H): 0.07, atom 26 (H): 0.07, atom 27 (H): 0.12, atom 28 (H): 0.12, atom 29 (H): 0.11, atom 30 (H): 0.11, atom 31 (H): 0.11, atom 32 (H): 0.12, atom 33 (H): 0.08, atom 34 (H): 0.08, atom 35 (H): 0.07, atom 36 (H): 0.05, atom 37 (H): 0.08, atom 38 (H): 0.08, atom 39 (H): 0.07, atom 40 (H): 0.08, atom 41 (H): 0.07, atom 42 (H): 0.10, atom 43 (C): -0.03, atom 44 (C): -0.46, atom 45 (C): -0.14, atom 46 (C): -0.23, atom 47 (C): -0.14, atom 48 (C): -0.45, atom 49 (N): -0.10, atom 50 (O): -0.02, atom 51 (C): -0.03, atom 52 (C): -0.04, atom 53 (C): -0.04, atom 54 (H): 0.08, atom 55 (H): 0.06, atom 56 (H): 0.09, atom 57 (H): 0.11, atom 58 (H): 0.12, atom 59 (H): 0.13, atom 60 (H): 0.12, atom 61 (H): 0.12, atom 62 (H): 0.12, atom 63 (H): 0.06, atom 64 (H): 0.08, atom 65 (H): 0.07, atom 66 (H): 0.09, atom 67 (H): 0.07, atom 68 (H): 0.05, atom 69 (H): 0.08, atom 70 (H): 0.08, atom 71 (H): 0.08, atom 72 (H): 0.07